No. 1
{"formula": "C3H6N2OS", "method": "ωB97M-V/def2-TZVPD", "de_lowest_ev": 5.242, "gap_ev": 8.9, "total_energy_ev": -19066.92458, "total_charge": 0, "e_lumo_ha": 0.007, "symbols": ["C", "C", "C", "H", "H", "H", "H", "H", "H", "N", "N", "O", "S"], "xyz": [[-1.935, -1.529, 0.352], [-0.540, -0.904, 0.145], [1.564, 1.493, -0.864], [-2.177, -1.906, 1.623], [-2.054, -2.619, -0.367], [-2.826, -0.406, 0.010], [2.642, 1.761, -1.188], [0.820, 0.775, 0.967], [2.302, 1.734, 0.999], [0.818, 1.084, -1.731], [1.557, 1.467, 0.496], [0.280, -0.803, 1.050], [-0.451, -0.147, -1.492]], "forces_ev_per_a": [[-2.743, -0.906, 0.634], [-0.335, 0.726, 0.937], [5.862, 1.192, 3.841], [1.032, 1.421, -4.236], [0.011, 3.716, 2.025], [2.599, -4.125, 1.028], [-1.829, 0.705, -0.095], [2.385, 1.919, -1.083], [3.150, 1.069, 1.774], [-3.637, -3.406, -3.032], [-6.056, -2.815, -1.233], [-1.025, -0.628, -0.871], [0.585, 1.132, 0.312]]}

***

No. 2
{"formula": "C11H16HoO5S4", "method": "ωB97M-V/def2-TZVPD", "multiplicity": 5, "s_squared": 6.005, "gap_ev": [6.7, 6.7], "total_energy_ev": -91038.25706, "total_charge": 1, "e_lumo_ha": [-0.115, -0.112], "symbols": ["Ho", "C", "C", "O", "C", "C", "O", "C", "C", "O", "C", "C", "O", "H", "H", "H", "H", "H", "H", "H", "H", "H", "H", "H", "H", "H", "H", "H", "H", "O", "C", "S", "C", "C", "S", "S", "S"], "xyz": [[0.612, 0.829, -0.176], [-0.441, -1.174, -2.602], [-1.805, -0.771, -2.103], [-1.652, 0.384, -1.269], [-2.837, 0.697, -0.530], [-2.494, 1.739, 0.503], [-1.311, 1.396, 1.236], [-1.426, 0.536, 2.386], [-1.389, -0.931, 2.000], [-0.418, -1.078, 0.966], [-0.329, -2.392, 0.406], [0.669, -2.356, -0.736], [0.530, -1.168, -1.546], [-0.078, -0.460, -3.338], [-0.485, -2.156, -3.072], [-2.276, -1.565, -1.519], [-2.451, -0.539, -2.952], [-3.217, -0.219, -0.073], [-3.604, 1.091, -1.200], [-3.330, 1.875, 1.189], [-2.281, 2.696, 0.032], [-2.341, 0.761, 2.931], [-0.571, 0.784, 3.010], [-2.353, -1.291, 1.635], [-1.107, -1.523, 2.872], [-1.326, -2.701, 0.085], [0.025, -3.099, 1.158], [0.557, -3.243, -1.360], [1.682, -2.311, -0.352], [7.264, 2.702, 0.162], [6.102, 2.424, 0.219], [5.490, 0.848, 0.767], [3.791, 1.222, 0.582], [3.471, 2.438, 0.114], [1.862, 3.103, -0.208], [4.791, 3.527, -0.250], [2.675, -0.075, 1.035]], "forces_ev_per_a": [[-0.205, -0.030, 0.149], [0.103, -0.032, 0.053], [-0.124, 0.073, 0.046], [0.165, 0.135, -0.063], [-0.029, -0.055, -0.122], [0.044, -0.005, 0.140], [0.396, -0.111, -0.146], [-0.014, 0.041, -0.114], [0.022, -0.081, -0.057], [0.179, -0.008, 0.015], [-0.058, 0.047, 0.101], [-0.043, 0.057, -0.112], [0.033, 0.097, 0.071], [0.048, 0.050, -0.054], [0.026, -0.035, -0.032], [-0.011, -0.026, 0.022], [-0.048, 0.003, -0.017], [-0.014, -0.033, 0.022], [-0.046, -0.010, -0.036], [-0.051, 0.039, 0.038], [0.049, 0.059, -0.019], [-0.032, 0.059, 0.054], [0.069, 0.045, 0.025], [-0.057, -0.016, -0.015], [-0.009, -0.046, 0.043], [-0.053, -0.025, -0.025], [-0.010, -0.032, 0.035], [0.008, -0.027, -0.042], [0.103, 0.025, 0.022], [-0.143, -0.020, 0.024], [0.171, 0.019, -0.071], [0.006, 0.005, 0.033], [-0.049, -0.164, 0.004], [-0.124, 0.110, -0.137], [-0.187, -0.250, 0.039], [0.044, 0.000, 0.002], [-0.158, 0.142, 0.124]]}

***

No. 3
{"formula": "C18H42N6O10SY", "method": "ωB97M-V/def2-TZVPD", "de_lowest_ev": 0.000, "gap_ev": 8.5, "total_energy_ev": -60644.41872, "total_charge": 1, "e_lumo_ha": -0.070, "symbols": ["Y", "S", "O", "O", "O", "O", "C", "O", "N", "C", "C", "H", "H", "H", "H", "H", "H", "H", "C", "O", "N", "C", "C", "H", "H", "H", "H", "H", "H", "H", "C", "O", "N", "C", "C", "H", "H", "H", "H", "H", "H", "H", "C", "O", "N", "C", "C", "H", "H", "H", "H", "H", "H", "H", "C", "O", "N", "C", "C", "H", "H", "H", "H", "H", "H", "H", "C", "O", "N", "C", "C", "H", "H", "H", "H", "H", "H", "H"], "xyz": [[0.214, -0.148, 0.049], [2.062, -0.383, 2.266], [2.085, -0.987, 0.870], [2.095, -1.387, 3.302], [3.087, 0.643, 2.376], [0.671, 0.238, 2.180], [0.064, -3.761, -0.250], [0.205, -2.549, -0.307], [0.385, -4.526, 0.793], [0.342, -5.972, 0.693], [0.954, -3.968, 2.003], [-0.337, -4.331, -1.101], [1.364, -6.368, 0.646], [-0.167, -6.282, -0.216], [-0.119, -6.396, 1.583], [2.023, -4.168, 2.068], [0.773, -2.901, 2.060], [0.483, -4.431, 2.874], [-1.359, 2.688, 1.313], [-1.130, 1.747, 0.562], [-2.429, 3.480, 1.234], [-2.709, 4.474, 2.254], [-3.442, 3.273, 0.217], [-0.677, 2.933, 2.137], [-3.496, 4.122, 2.924], [-3.012, 5.408, 1.783], [-1.822, 4.666, 2.855], [-3.727, 4.241, -0.197], [-3.029, 2.652, -0.571], [-4.322, 2.792, 0.648], [2.533, 2.464, 0.240], [1.630, 1.741, -0.181], [2.537, 3.796, 0.135], [3.629, 4.575, 0.684], [1.437, 4.530, -0.466], [3.398, 2.036, 0.750], [4.362, 3.924, 1.152], [3.257, 5.292, 1.417], [4.128, 5.140, -0.109], [1.771, 5.085, -1.344], [0.672, 3.821, -0.772], [1.034, 5.238, 0.260], [-2.541, -1.574, 1.774], [-1.673, -0.942, 1.186], [-2.804, -1.440, 3.078], [-3.914, -2.119, 3.689], [-2.104, -0.431, 3.862], [-3.170, -2.331, 1.281], [-4.235, -2.976, 3.104], [-4.768, -1.446, 3.835], [-3.637, -2.466, 4.685], [-2.730, 0.464, 3.939], [-1.918, -0.812, 4.864], [-1.152, -0.199, 3.388], [-2.235, -0.492, -2.505], [-1.511, -0.574, -1.519], [-2.083, -1.228, -3.606], [-2.973, -1.096, -4.740], [-1.017, -2.205, -3.726], [-3.079, 0.208, -2.555], [-3.599, -1.983, -4.844], [-2.412, -0.920, -5.657], [-3.625, -0.231, -4.609], [-0.482, -2.275, -2.783], [-1.464, -3.177, -3.954], [-0.349, -1.922, -4.539], [2.165, -0.034, -2.832], [1.385, -0.382, -1.940], [3.483, -0.014, -2.711], [4.336, 0.353, -3.822], [4.157, -0.401, -1.490], [1.805, 0.320, -3.805], [3.772, 0.706, -4.684], [4.947, -0.499, -4.126], [5.013, 1.159, -3.531], [4.707, 0.448, -1.082], [3.433, -0.720, -0.740], [4.855, -1.211, -1.702]], "forces_ev_per_a": [[0.073, -0.333, 0.268], [0.115, 0.262, 0.134], [0.847, -0.547, 0.006], [0.025, -0.029, -0.165], [-0.156, -0.125, 0.073], [-0.178, 0.594, 0.754], [0.268, -0.491, 0.266], [-0.369, 0.487, -0.249], [-0.260, -0.079, -0.293], [0.565, -0.037, 0.035], [-0.137, -0.010, 0.481], [-0.009, -0.012, -0.012], [-0.072, 0.028, 0.015], [-0.195, -0.008, 0.065], [-0.235, -0.019, -0.095], [0.041, 0.169, -0.109], [0.202, 0.005, -0.112], [-0.025, -0.055, -0.122], [0.133, -0.044, 0.355], [-0.297, 0.076, -0.613], [0.160, -0.008, 0.010], [0.068, -0.041, 0.109], [0.028, 0.052, -0.004], [0.045, -0.034, 0.005], [-0.085, 0.106, -0.062], [-0.063, 0.013, 0.029], [0.060, -0.063, -0.053], [-0.065, -0.028, -0.002], [-0.020, -0.074, 0.016], [-0.028, -0.002, -0.063], [0.157, 0.126, 0.104], [-0.392, 0.197, -0.464], [-0.025, -0.090, 0.004], [0.133, 0.213, -0.222], [0.055, -0.179, 0.018], [-0.018, -0.026, 0.067], [-0.062, -0.059, 0.075], [-0.010, -0.076, 0.075], [-0.031, -0.028, 0.020], [0.073, 0.016, 0.034], [-0.033, 0.018, 0.059], [-0.064, 0.004, -0.024], [0.011, -0.142, 0.688], [-0.235, -0.151, -0.124], [0.238, 0.102, -0.491], [-0.520, 0.008, 0.574], [0.000, 0.045, -0.022], [0.097, 0.061, -0.097], [0.044, 0.009, -0.120], [0.069, -0.036, -0.144], [0.126, -0.101, -0.106], [0.105, 0.011, 0.026], [-0.029, -0.065, 0.004], [-0.021, 0.066, -0.006], [0.194, -0.154, -0.231], [-0.181, 0.384, -0.151], [-0.033, 0.151, -0.074], [-0.305, 0.297, 0.009], [-0.211, -0.246, 0.179], [-0.014, 0.020, 0.037], [0.076, -0.040, -0.118], [0.088, -0.174, 0.005], [-0.010, -0.066, 0.113], [0.104, 0.126, -0.032], [0.093, 0.019, -0.077], [0.090, -0.028, 0.017], [0.230, 0.128, 0.400], [-0.189, 0.022, -0.547], [-0.138, 0.130, -0.423], [0.331, 0.153, -0.169], [-0.041, -0.152, 0.458], [-0.057, -0.094, -0.049], [-0.195, -0.113, 0.084], [-0.040, -0.001, -0.004], [-0.033, -0.038, 0.095], [0.073, 0.005, -0.086], [0.037, -0.020, -0.048], [0.026, 0.015, 0.013]]}